No. 1
{
  "formula": "C22H61FNO10PS9",
  "method": "ωB97M-V/def2-TZVPD",
  "e_homo_ev": -7.39,
  "gap_ev": 7.9,
  "lumo_energy_ev": 0.49,
  "symbols": ["C", "C", "N", "P", "C", "C", "C", "C", "S", "O", "O", "F", "H", "H", "H", "H", "H", "H", "H", "H", "H", "H", "H", "H", "H", "C", "S", "O", "C", "H", "H", "H", "H", "H", "H", "C", "S", "O", "C", "H", "H", "H", "H", "H", "H", "C", "S", "O", "C", "H", "H", "H", "H", "H", "H", "C", "S", "O", "C", "H", "H", "H", "H", "H", "H", "C", "S", "O", "C", "H", "H", "H", "H", "H", "H", "C", "S", "O", "C", "H", "H", "H", "H", "H", "H", "C", "S", "O", "C", "H", "H", "H", "H", "H", "H", "C", "S", "O", "C", "H", "H", "H", "H", "H", "H"],
  "xyz": [[5.0048, -0.2352, 3.2733], [3.7386, -0.3988, 2.8860], [3.0681, 0.5835, 2.0453], [1.4104, 0.7457, 2.6774], [0.6115, 2.2396, 1.9976], [1.4388, 3.4554, 2.4817], [0.4312, -0.7939, 2.4222], [-1.0899, -0.5722, 2.1886], [3.1640, 0.1563, 0.4114], [3.9172, 1.1295, -0.3199], [1.8805, -0.1003, -0.1471], [4.0306, -1.1514, 0.3454], [5.4662, 0.7332, 3.4082], [5.5703, -1.1328, 3.4922], [3.1484, -1.2493, 3.2142], [-0.3478, 2.3015, 2.5013], [0.5129, 2.2712, 0.9122], [1.3281, 4.2996, 1.8118], [1.1362, 3.7468, 3.4885], [2.4931, 3.1885, 2.5642], [0.5392, -1.3721, 3.3405], [0.8258, -1.4394, 1.6365], [-1.3892, 0.4566, 2.1242], [-1.6383, -1.0773, 2.9748], [-1.3568, -1.0659, 1.2530], [6.6424, 1.1969, -1.2497], [8.1818, 0.4535, -1.7975], [9.0366, 0.2680, -0.5944], [8.7975, 1.8977, -2.6722], [6.1107, 0.4733, -0.6454], [6.8563, 2.0840, -0.6529], [6.0372, 1.4598, -2.1161], [8.8718, 2.7425, -1.9870], [8.1252, 2.1375, -3.4964], [9.7825, 1.6640, -3.0691], [9.7447, -0.4506, -6.0840], [11.0888, 0.5883, -5.4962], [10.6424, 2.0003, -5.6231], [12.1994, 0.2560, -6.8700], [8.9172, -0.3593, -5.3828], [9.4280, -0.1175, -7.0727], [10.0775, -1.4879, -6.1203], [11.7212, 0.5433, -7.8065], [12.4543, -0.8037, -6.8817], [13.1015, 0.8459, -6.7231], [-3.1653, -4.6496, -1.1095], [-2.3615, -3.0775, -0.7940], [-3.1373, -2.3961, 0.2782], [-2.8289, -2.3128, -2.3524], [-3.0321, -5.2804, -0.2335], [-4.2288, -4.4917, -1.2875], [-2.7087, -5.1317, -1.9727], [-3.9150, -2.3080, -2.4471], [-2.3778, -2.8655, -3.1765], [-2.4554, -1.2906, -2.3512], [-4.0406, 2.9464, 4.3204], [-2.2997, 2.5802, 4.5498], [-2.0556, 1.2288, 3.9618], [-2.3768, 2.3763, 6.3342], [-4.2200, 3.0748, 3.2560], [-4.6425, 2.1195, 4.7009], [-4.2891, 3.8710, 4.8401], [-3.0882, 1.5887, 6.5834], [-2.6749, 3.3186, 6.7940], [-1.3845, 2.0983, 6.6836], [3.5517, 6.1222, -2.1644], [2.6703, 4.6077, -1.7564], [2.3477, 4.6694, -0.3074], [4.0742, 3.5088, -1.9447], [2.8571, 6.9545, -2.0694], [4.3849, 6.2591, -1.4747], [3.9134, 6.0649, -3.1912], [4.8783, 3.8135, -1.2742], [4.4132, 3.5411, -2.9824], [3.7598, 2.4970, -1.6959], [-6.4451, 4.8549, 1.3990], [-5.2706, 6.1987, 1.6228], [-4.1145, 5.6497, 2.3766], [-6.2720, 7.1296, 2.7909], [-5.9980, 4.1261, 0.7258], [-6.6563, 4.3859, 2.3605], [-7.3621, 5.2444, 0.9569], [-6.4941, 6.5107, 3.6606], [-7.1945, 7.4480, 2.3051], [-5.7027, 8.0039, 3.0992], [-5.2614, -9.7272, -2.3702], [-5.3954, -8.0228, -2.9279], [-4.1173, -7.3439, -2.5768], [-6.6042, -7.5063, -1.7088], [-4.5118, -10.2260, -2.9813], [-4.9553, -9.7482, -1.3241], [-6.2231, -10.2247, -2.4953], [-6.2089, -7.6690, -0.7060], [-7.5271, -8.0682, -1.8482], [-6.8043, -6.4494, -1.8521], [-8.8287, -5.3592, 2.0787], [-9.4203, -4.9279, 0.4375], [-8.5471, -5.6321, -0.5404], [-8.8807, -3.2146, 0.4863], [-9.0296, -6.4160, 2.2421], [-7.7563, -5.1743, 2.1434], [-9.3622, -4.7678, 2.8227], [-7.8046, -3.1719, 0.6565], [-9.4128, -2.6901, 1.2800], [-9.1182, -2.7600, -0.4732]],
  "forces_ev_per_angstrom": [[-0.6, -0.3, 0.0], [0.9, 0.6, 0.2], [-0.9, -1.3, -0.6], [-0.5, 0.5, 2.4], [0.9, 0.4, -0.4], [0.1, -0.4, 0.3], [-0.2, -0.3, -0.5], [0.7, -0.9, -0.8], [-0.2, 2.0, -1.1], [0.4, -0.5, 0.9], [-0.1, -0.7, 0.5], [-0.3, -0.1, 0.3], [0.2, 0.0, -0.9], [-0.1, 0.2, 0.9], [0.2, -0.4, -0.7], [-0.3, -0.4, -0.3], [-0.2, -0.1, 0.0], [0.1, 0.0, -0.1], [-0.1, 0.0, 0.0], [0.1, 0.2, -0.3], [0.2, 0.2, 0.1], [0.1, 0.2, -0.1], [0.0, 0.1, 0.1], [-0.2, 0.2, 0.1], [-0.1, 0.1, 0.1], [0.2, 0.0, 0.0], [0.0, 0.1, -0.1], [0.0, 0.0, 0.0], [0.0, 0.1, 0.0], [0.1, -0.1, 0.0], [0.1, 0.0, 0.0], [0.0, -0.1, 0.0], [0.0, -0.1, 0.1], [0.0, 0.0, 0.0], [0.0, 0.0, 0.0], [-0.1, 0.0, -0.1], [0.1, -0.1, 0.1], [0.0, 0.0, -0.1], [0.0, 0.0, -0.1], [0.0, 0.0, 0.0], [0.0, 0.1, 0.0], [0.0, 0.0, 0.0], [0.0, 0.0, 0.0], [0.0, 0.0, 0.0], [0.0, 0.0, 0.1], [0.0, 0.0, -0.1], [0.0, -0.1, 0.0], [-0.2, 0.0, -0.1], [0.0, 0.1, -0.1], [0.0, 0.0, 0.0], [0.0, 0.0, 0.0], [0.0, 0.0, 0.0], [0.0, 0.0, 0.1], [0.0, 0.0, 0.0], [0.0, 0.0, 0.1], [-0.2, -0.1, 0.0], [0.1, 0.0, 0.0], [-0.3, 0.5, 0.5], [0.0, 0.0, 0.1], [0.1, 0.1, 0.0], [0.1, -0.1, 0.0], [0.1, 0.0, -0.1], [0.0, 0.0, -0.1], [0.0, 0.0, 0.0], [0.0, 0.0, -0.1], [0.1, 0.1, 0.0], [0.0, -0.1, -0.1], [0.0, 0.0, 0.0], [0.1, 0.0, -0.3], [0.0, 0.0, 0.0], [0.0, -0.1, 0.0], [0.0, 0.0, 0.0], [-0.1, 0.0, 0.1], [0.0, 0.1, 0.0], [-0.1, 0.3, -0.1], [-0.1, -0.1, 0.0], [0.0, 0.1, -0.1], [-0.1, -0.1, 0.1], [-0.1, 0.0, 0.1], [0.1, 0.0, 0.0], [0.0, 0.0, 0.0], [0.0, 0.0, 0.0], [0.0, 0.0, 0.0], [0.0, 0.0, 0.0], [0.0, 0.0, 0.0], [0.0, -0.1, 0.1], [-0.1, 0.0, 0.0], [0.1, 0.0, 0.0], [0.1, -0.1, 0.0], [0.0, 0.1, 0.0], [0.0, 0.1, 0.0], [0.0, 0.0, 0.0], [0.1, 0.0, 0.0], [0.0, 0.0, 0.0], [0.0, 0.0, 0.0], [0.1, 0.0, 0.1], [-0.1, 0.1, 0.0], [0.0, 0.0, 0.1], [0.1, 0.1, 0.0], [0.0, 0.0, -0.1], [0.0, 0.0, -0.1], [0.0, 0.0, 0.0], [0.0, -0.1, 0.0], [0.0, 0.0, 0.0], [0.0, -0.1, 0.0]]
}

=====

No. 2
{
  "formula": "C22H62Cl4O18",
  "method": "ωB97M-V/def2-TZVPD",
  "e_homo_ev": -9.28,
  "gap_ev": 9.0,
  "lumo_energy_ev": -0.27,
  "smiles": "ClCCCl.ClCCCl.OCCO.OCCO.OCCO.OCCO.OCCO.OCCO.OCCO.OCCO.OCCO",
  "symbols": ["Cl", "C", "C", "Cl", "H", "H", "H", "H", "Cl", "C", "C", "Cl", "H", "H", "H", "H", "O", "C", "C", "O", "H", "H", "H", "H", "H", "H", "O", "C", "C", "O", "H", "H", "H", "H", "H", "H", "O", "C", "C", "O", "H", "H", "H", "H", "H", "H", "O", "C", "C", "O", "H", "H", "H", "H", "H", "H", "O", "C", "C", "O", "H", "H", "H", "H", "H", "H", "O", "C", "C", "O", "H", "H", "H", "H", "H", "H", "O", "C", "C", "O", "H", "H", "H", "H", "H", "H", "O", "C", "C", "O", "H", "H", "H", "H", "H", "H", "O", "C", "C", "O", "H", "H", "H", "H", "H", "H"],
  "xyz": [[4.8383, -3.9759, 1.0994], [3.1580, -3.2213, 1.1147], [2.1206, -4.2492, 0.7456], [2.1578, -5.5114, 1.9719], [3.2421, -2.3437, 0.4738], [3.0262, -2.9117, 2.1515], [2.2074, -4.8150, -0.1820], [1.1141, -3.8317, 0.7733], [-2.0356, 3.6022, -0.5050], [-1.9267, 3.9979, 1.2411], [-2.1320, 5.4940, 1.5258], [-0.7399, 6.4560, 1.0009], [-0.9826, 3.6120, 1.6256], [-2.7148, 3.4062, 1.7068], [-2.1659, 5.6467, 2.6046], [-3.0187, 5.9188, 1.0552], [4.0430, 5.3847, 0.8399], [2.8919, 4.5571, 0.5681], [2.5018, 3.6508, 1.7463], [3.5575, 2.7512, 2.1065], [4.7220, 4.9038, 1.3188], [2.0353, 5.0464, 0.1044], [3.1680, 3.8743, -0.2354], [1.5587, 3.1306, 1.5788], [2.3119, 4.3561, 2.5554], [3.6638, 2.7825, 3.0601], [0.3947, -2.8805, 5.1821], [0.6019, -2.2555, 3.9471], [1.5766, -1.0954, 4.1507], [2.9099, -1.4310, 4.2243], [1.2515, -3.1861, 5.4890], [0.9996, -3.0202, 3.2799], [-0.3718, -1.9361, 3.5754], [1.2996, -0.5639, 5.0612], [1.4394, -0.4858, 3.2577], [3.5304, -0.8484, 3.7804], [-3.5973, -2.5943, -0.3347], [-2.9012, -3.7936, -0.6689], [-1.4014, -3.7350, -0.3910], [-1.3253, -3.5296, 1.0123], [-3.5150, -1.9981, -1.0826], [-3.4206, -4.5649, -0.1002], [-3.0359, -4.0087, -1.7290], [-0.9336, -2.8623, -0.8467], [-0.8066, -4.6218, -0.6094], [-1.7796, -2.7425, 1.3216], [-4.1244, 0.8779, -4.7072], [-3.0950, 0.5051, -5.5532], [-1.7948, 1.1724, -5.0838], [-1.6238, 2.4738, -5.6012], [-4.3925, 1.7930, -4.8182], [-2.9422, -0.5652, -5.4149], [-3.3368, 0.6544, -6.6056], [-1.0116, 0.6285, -5.6119], [-1.6656, 1.0692, -4.0064], [-0.8522, 2.5430, -6.1682], [3.4399, 0.5232, 0.4390], [4.5217, 0.3008, -0.4883], [5.9123, 0.2967, 0.2189], [5.9920, -0.6503, 1.2801], [3.4969, 1.3532, 0.9180], [4.4359, -0.7341, -0.8195], [4.5386, 1.0621, -1.2682], [6.2374, 1.2756, 0.5713], [6.7256, 0.0183, -0.4514], [5.5045, -0.2551, 2.0066], [-4.9470, 0.2765, 3.0002], [-3.7709, -0.0604, 3.7613], [-2.5591, -0.0239, 2.8027], [-2.5530, -1.2821, 2.0498], [-5.1311, 1.2158, 3.0737], [-3.6789, 0.6829, 4.5533], [-3.7880, -1.0624, 4.1899], [-1.5911, 0.0869, 3.2913], [-2.5032, 0.7609, 2.0483], [-3.4489, -1.2825, 1.7048], [1.2070, -2.7397, -2.5681], [2.5667, -2.3552, -2.5796], [2.8494, -1.2851, -3.6928], [2.3609, 0.0103, -3.3738], [0.7264, -1.9128, -2.6506], [2.8371, -1.9247, -1.6154], [3.2841, -3.1754, -2.6092], [2.3747, -1.6241, -4.6136], [3.9161, -1.2600, -3.9156], [1.4512, -0.1302, -3.1013], [-6.0369, 0.3561, -1.9458], [-5.1949, 0.3857, -0.7977], [-3.7728, 0.8197, -1.1803], [-3.2298, -0.1034, -2.0561], [-5.8103, -0.3287, -2.5793], [-5.5676, 0.9997, 0.0223], [-4.9939, -0.6115, -0.4061], [-3.1818, 0.9132, -0.2691], [-3.8030, 1.7882, -1.6795], [-3.5797, 0.0329, -2.9396], [1.0522, -0.8088, 0.5329], [0.0461, 0.1472, 0.2818], [0.2612, 0.8398, -1.1225], [-0.1980, -0.0783, -2.1650], [1.8852, -0.3693, 0.3471], [-0.8782, -0.4291, 0.3210], [0.0859, 0.9195, 1.0500], [1.2974, 1.1491, -1.2592], [-0.3172, 1.7621, -1.1757], [-1.1500, -0.1982, -2.1359]],
  "forces_ev_per_angstrom": [[-0.5, 0.3, -0.2], [1.1, -0.3, 0.0], [-0.5, 0.0, -0.2], [-0.2, -0.7, 0.8], [-0.3, -0.3, 0.0], [-0.1, 0.1, -0.2], [0.5, 0.6, -0.2], [0.1, 0.3, 0.1], [0.2, 0.4, 0.3], [-0.5, 0.2, 0.0], [0.3, -0.6, 0.2], [0.3, 0.1, -0.3], [0.1, 0.3, -0.1], [-0.1, 0.2, 0.1], [-0.3, -0.1, 0.0], [0.1, -0.3, 0.0], [-1.5, 0.4, -0.2], [1.5, -2.0, -0.3], [-0.2, 1.7, 0.2], [-0.2, 0.4, -0.3], [-0.2, -0.5, 0.0], [0.2, 0.9, 0.8], [0.3, -0.3, -0.3], [0.1, -0.3, -0.3], [0.0, -0.2, 0.4], [0.0, -0.1, 0.0], [-0.6, -0.5, 1.0], [1.1, -0.3, 0.4], [-1.5, 1.2, -1.6], [1.7, -1.7, 0.6], [0.1, -0.2, 0.1], [0.1, 0.3, -0.6], [0.1, 0.2, 0.0], [-0.3, 0.2, 0.0], [-0.2, 0.6, 0.0], [-0.6, 0.1, -0.1], [0.3, 0.0, 0.1], [0.0, -0.6, -1.1], [-1.1, 1.2, 1.9], [1.2, -1.1, 0.7], [0.1, 0.4, -0.1], [0.5, -0.2, 0.1], [-0.3, -0.1, -0.3], [0.0, 0.0, -0.7], [-0.4, -0.1, -0.2], [-0.1, 0.3, -0.3], [-1.7, -0.2, 1.0], [1.4, 0.2, 0.4], [0.9, -1.0, -2.6], [-0.8, 1.3, 0.6], [0.1, 0.1, -0.2], [-0.2, -0.2, 0.0], [0.2, 0.3, -0.1], [0.3, -0.8, 0.6], [-0.1, 0.4, 0.0], [-0.1, -0.3, 0.2], [0.3, -0.8, -0.7], [1.3, 0.1, 1.5], [0.0, -0.1, 0.0], [-0.3, 0.4, -0.2], [0.4, 0.4, 0.2], [-0.5, 0.3, -0.5], [-0.2, -0.3, -0.3], [-0.4, 0.4, 0.2], [-0.4, -0.2, -0.5], [-0.1, -0.2, 0.2], [-0.1, -1.0, 0.1], [0.8, 1.7, -1.1], [0.5, -1.3, -0.2], [-0.1, 1.5, 1.0], [0.1, 0.0, 0.1], [0.3, -0.1, 0.2], [-0.5, 0.1, -0.1], [-0.1, -0.5, 0.5], [-0.8, 0.5, 0.1], [-0.2, -0.6, -0.6], [0.5, -0.5, -0.3], [0.6, 1.4, -0.2], [0.0, -1.2, 0.4], [0.6, -0.4, 0.1], [-0.5, 0.1, 0.4], [-0.2, 0.5, 0.2], [-0.6, -0.6, -0.7], [-0.1, -0.2, -0.2], [0.1, 0.4, 0.3], [-0.5, 0.4, 0.0], [-0.5, 0.8, 0.7], [1.5, -0.7, -0.6], [-1.6, 1.3, 0.4], [1.4, -1.6, -0.3], [0.3, -0.2, 0.3], [-0.5, 0.1, -0.4], [-0.7, -0.3, 0.2], [0.3, -0.2, -0.1], [0.0, 0.2, 0.1], [-0.3, 0.4, -0.4], [-0.4, -0.3, 0.0], [1.0, 0.2, -1.4], [-1.8, -1.0, 1.0], [1.6, 0.6, 0.1], [0.7, 0.1, 0.1], [-0.3, 0.4, 0.0], [-0.3, 0.3, 0.3], [0.1, -0.6, -0.3], [-0.2, -0.1, 0.0], [-0.5, 0.2, 0.3]]
}